Entry 1:
{"formula": "C5H38NO13S", "method": "the ωB97M-V functional and the def2-TZVPD basis", "elements": ["C", "N", "C", "C", "S", "C", "C", "H", "H", "H", "H", "H", "H", "H", "H", "H", "H", "H", "H", "H", "H", "O", "H", "H", "O", "H", "H", "O", "H", "H", "O", "H", "H", "O", "H", "H", "O", "H", "H", "O", "H", "H", "O", "H", "H", "O", "H", "H", "O", "H", "H", "O", "H", "H", "O", "H", "H", "O"], "xyz": [[0.468, 0.414, -0.071], [0.031, -0.469, 1.052], [-1.040, 0.285, 1.776], [-2.266, -0.504, 1.772], [-3.781, 0.435, 2.254], [1.730, -0.227, -0.723], [1.486, -1.488, -1.576], [0.987, 1.209, 0.461], [-0.201, 0.653, -0.923], [-0.279, -1.395, 0.638], [-1.054, 1.340, 1.511], [-0.638, 0.444, 2.845], [-2.440, -0.859, 0.758], [-2.180, -1.520, 2.273], [2.388, -0.606, 0.122], [2.148, 0.643, -1.310], [2.133, -2.283, -1.459], [0.404, -1.870, -1.395], [1.633, -1.261, -2.639], [-3.107, -1.539, -1.344], [-2.005, -0.676, -1.583], [-2.255, -1.701, -1.561], [3.096, 0.365, 2.837], [4.553, 0.285, 2.118], [4.087, 0.747, 2.844], [-2.906, 1.075, -2.201], [-4.219, 0.829, 1.015], [-2.156, 0.835, -1.734], [-1.502, -2.878, -0.859], [-1.253, -4.351, -0.683], [-1.382, -3.576, -0.163], [-0.409, -4.102, 1.052], [-0.337, -4.249, 2.604], [0.266, -4.221, 1.758], [2.007, 1.599, -2.958], [1.886, 2.947, -2.585], [2.501, 2.288, -2.763], [2.883, 3.157, -0.177], [3.307, 3.040, 1.353], [3.159, 3.684, 0.683], [-2.422, 1.967, -0.218], [-2.668, 3.496, -0.488], [-2.680, 2.869, 0.238], [2.376, -1.784, 2.535], [1.460, -0.693, 2.098], [2.225, -0.951, 2.604], [-1.062, 1.213, -2.488], [-0.502, 2.224, -3.834], [-0.337, 1.758, -3.127], [-1.044, -0.859, -3.590], [0.095, 0.222, -3.861], [-0.315, -0.680, -4.108], [3.129, -3.962, 1.216], [1.755, -3.648, 1.891], [2.748, -3.520, 1.931], [0.748, 3.604, -0.716], [0.035, 2.987, -1.941], [0.542, 3.803, -1.675]], "atomic_forces_ev_per_a": [[2.7, -2.0, -0.1], [-1.1, 0.5, -1.8], [2.9, -0.2, 2.6], [-2.1, -1.4, -0.6], [-0.1, -0.4, -0.2], [0.5, -0.3, 0.6], [-3.0, 1.7, -0.9], [-0.9, 1.0, -0.3], [-0.1, 0.2, 1.4], [0.0, 1.5, 0.9], [-0.7, -0.3, -1.0], [-0.7, -0.6, -1.0], [-0.1, 0.3, -0.3], [-0.1, 1.5, 0.2], [-0.4, 1.2, -0.9], [0.2, -1.4, 0.7], [1.5, -1.7, 1.1], [1.8, 0.5, -0.6], [-0.7, 0.0, 0.1], [-4.7, 0.0, 1.2], [-0.1, -0.7, -0.3], [4.4, 1.0, -1.4], [3.3, 0.3, -0.2], [-0.7, 0.2, 0.6], [-1.7, -0.1, -0.4], [-2.2, 0.7, -1.6], [0.6, -0.3, 0.7], [2.7, -0.9, 1.8], [-0.5, 0.4, 0.5], [0.1, -1.1, -0.6], [0.0, 0.1, 0.2], [0.4, 0.6, -0.1], [2.0, 0.1, -2.3], [-2.6, -0.5, 2.8], [-3.7, -5.3, -1.6], [-1.8, 2.4, 0.7], [5.9, 3.0, 0.7], [1.1, 1.4, 2.7], [0.3, -1.2, 0.8], [-1.3, -0.5, -3.6], [-0.6, 2.2, 0.6], [0.1, 0.0, -0.2], [0.5, -2.2, -0.8], [1.8, -8.6, -0.9], [-1.3, -0.2, -0.9], [-1.2, 8.7, 1.9], [-1.0, 1.3, -1.1], [-2.2, 3.6, -5.7], [2.4, -4.3, 6.8], [-2.3, -0.2, 1.9], [-1.6, -1.8, -0.1], [3.6, 1.5, -2.2], [0.7, -1.0, -1.7], [1.1, -0.3, -0.3], [-1.3, 1.0, 1.9], [-0.3, 0.7, -1.4], [0.4, 0.7, -0.2], [-0.2, -0.8, 1.9]], "mulliken_charge": [0.606, 0.079, -0.583, 0.117, -0.223, -0.396, -1.129, 0.670, -0.960, 0.164, 0.461, 0.198, -0.337, 0.338, 0.206, 0.218, 0.470, 0.071, 0.362, 0.279, 0.307, -0.692, 0.401, 0.274, -0.718, 0.128, 0.110, -0.831, 0.291, 0.314, -0.685, 0.357, 0.329, -0.714, 0.293, 0.448, -0.708, 0.340, 0.352, -0.690, 0.297, 0.281, -0.642, 0.228, 0.407, -0.665, 0.244, 0.099, -0.788, 0.290, 0.432, -0.716, 0.253, 0.458, -0.725, 0.350, 0.508, -0.824], "charge": -1, "homo_energy_ev": -6.54, "molar_mass_g_mol": 352.42}

***

Entry 2:
{"formula": "C5H38NO14S", "method": "the ωB97M-V functional and the def2-TZVPD basis", "elements": ["C", "N", "C", "C", "S", "C", "O", "C", "H", "H", "H", "H", "H", "H", "H", "H", "H", "H", "H", "H", "H", "H", "O", "H", "H", "O", "H", "H", "O", "H", "H", "O", "H", "H", "O", "H", "H", "O", "H", "H", "O", "H", "H", "O", "H", "H", "O", "H", "H", "O", "H", "H", "O", "H", "H", "O", "H", "H", "O"], "xyz": [[-0.890, 0.051, -2.023], [0.455, 0.210, -1.469], [0.460, 0.062, 0.014], [1.959, -0.082, 0.362], [2.568, 0.493, 1.996], [-0.258, 1.258, 0.656], [-1.175, 0.737, 1.604], [-1.001, 0.226, -3.577], [-1.754, 0.553, -1.567], [-1.182, -1.004, -1.921], [0.809, 1.157, -1.636], [-0.095, -0.824, 0.311], [2.401, -1.033, 0.074], [2.417, 0.553, -0.432], [1.466, 1.254, 2.407], [-0.923, 1.802, -0.050], [0.497, 1.919, 1.130], [-0.516, -0.667, -3.986], [-2.030, 0.202, -3.966], [-0.615, 1.196, -3.949], [2.148, -0.346, -3.482], [3.239, -0.049, -4.368], [2.619, 0.458, -3.848], [0.140, 3.235, 3.587], [-0.395, 3.376, 2.154], [-0.026, 3.866, 2.870], [-4.242, -0.904, 0.294], [-5.275, -0.158, -0.588], [-5.244, -0.881, 0.046], [0.710, -2.378, -3.399], [1.065, -1.293, -2.457], [1.504, -1.888, -3.136], [2.693, 3.545, -1.056], [2.941, 2.068, -1.197], [2.673, 2.726, -0.552], [-0.746, -0.889, 2.300], [-1.223, -2.040, 3.283], [-0.714, -1.865, 2.488], [2.321, -2.762, 1.670], [1.849, -3.247, 0.374], [2.665, -3.193, 0.866], [-0.861, 1.092, 3.189], [-1.774, 1.611, 4.245], [-0.837, 1.419, 4.140], [-3.590, 0.944, 2.815], [-2.339, 1.613, 2.230], [-3.298, 1.771, 2.429], [-2.281, -0.077, 0.813], [-2.711, -1.559, 1.019], [-2.709, -0.869, 0.338], [-1.338, -3.226, 1.117], [0.044, -3.491, 0.522], [-0.860, -3.810, 0.492], [2.479, 2.591, -3.850], [1.382, 3.378, -3.359], [2.201, 2.995, -3.023], [-2.224, -3.154, -2.717], [-1.161, -3.616, -1.544], [-1.494, -3.669, -2.445]], "atomic_forces_ev_per_a": [[-1.4, -0.9, -1.5], [-0.7, -0.1, 0.0], [0.6, 0.4, -0.6], [0.4, 1.6, -1.3], [-1.1, -0.1, 0.2], [-0.9, -0.6, 0.8], [1.0, 0.1, 0.6], [0.3, 0.2, 0.5], [0.6, 0.5, 0.4], [0.3, 0.1, 0.5], [-0.1, -0.3, -0.3], [-0.1, -0.1, -0.3], [-0.4, -0.4, 0.7], [-0.1, -0.3, 1.1], [1.2, -0.9, -0.4], [1.1, 0.0, -0.2], [-0.6, 0.1, -0.6], [0.3, 0.7, -0.5], [0.0, -0.1, 0.7], [0.3, -0.7, 0.1], [0.0, 1.2, -0.3], [0.7, 0.2, -0.5], [-0.3, -1.2, 0.3], [-0.5, -0.1, -0.3], [-0.4, -0.7, -0.5], [0.8, 1.0, 0.8], [-1.7, 0.3, -0.8], [-0.1, 0.0, 0.1], [0.9, -0.1, 0.3], [0.3, -0.3, -0.3], [0.8, -0.1, -0.1], [-1.2, 0.1, 0.9], [0.0, -0.1, 0.0], [0.0, 0.2, -0.2], [0.2, 0.3, 0.8], [-0.2, -0.1, 0.1], [0.1, 0.3, 0.2], [-0.1, 0.0, -0.2], [0.5, 0.0, 0.0], [0.0, -0.2, -0.8], [-0.3, 0.2, 0.8], [0.4, 0.1, 0.5], [-0.1, 0.3, 0.3], [0.0, -0.5, -0.4], [-0.2, -0.1, -0.1], [-0.5, -0.2, -0.5], [-0.4, 0.6, 0.5], [0.3, -0.4, 0.0], [0.3, 0.2, -0.2], [0.1, -0.2, 0.5], [0.8, -0.2, -0.3], [-0.2, 0.1, 0.3], [-0.5, 0.0, -0.2], [0.6, -0.8, 0.1], [-0.3, 0.3, 0.6], [-0.7, 0.7, -1.3], [-1.0, 1.0, 0.7], [-1.0, 0.5, 0.5], [2.0, -1.5, -1.0]], "mulliken_charge": [-0.503, 0.151, 0.787, -0.344, -0.313, -1.016, -0.849, -1.123, 0.477, 0.114, 0.151, -0.138, 0.493, -0.272, 0.171, 0.185, 0.469, 0.206, 0.405, 0.271, 0.450, 0.266, -0.576, 0.377, 0.318, -0.673, 0.595, 0.268, -0.736, 0.365, 0.213, -0.812, 0.300, 0.310, -0.587, 0.225, 0.291, -0.680, 0.364, 0.328, -0.650, 0.489, 0.346, -0.751, 0.340, 0.262, -0.748, 0.502, 0.343, -0.876, 0.306, 0.217, -0.709, 0.257, 0.248, -0.551, 0.287, 0.398, -0.637], "charge": -1, "homo_energy_ev": -6.12, "molar_mass_g_mol": 368.42}

***

Entry 3:
{"formula": "C5H38NO14S", "method": "the ωB97M-V functional and the def2-TZVPD basis", "elements": ["C", "C", "S", "C", "N", "C", "C", "O", "H", "H", "H", "H", "H", "H", "H", "H", "H", "H", "H", "H", "H", "H", "O", "H", "H", "O", "H", "H", "O", "H", "H", "O", "H", "H", "O", "H", "H", "O", "H", "H", "O", "H", "H", "O", "H", "H", "O", "H", "H", "O", "H", "H", "O", "H", "H", "O", "H", "H", "O"], "xyz": [[0.969, 2.825, 0.258], [-0.071, 3.632, 1.094], [-0.494, 3.190, 2.818], [0.938, 1.309, 0.436], [-0.086, 0.659, -0.389], [-0.133, -0.788, -0.219], [-1.130, -1.472, -1.276], [-1.628, -2.649, -0.669], [0.683, 3.046, -0.776], [1.985, 3.212, 0.364], [0.245, 4.677, 1.178], [-1.014, 3.746, 0.564], [-1.106, 1.958, 2.780], [0.882, 1.246, 1.533], [1.873, 0.816, 0.148], [-0.947, 1.174, -0.327], [0.794, -1.203, -0.608], [-0.317, -1.136, 0.789], [-1.850, -0.776, -1.696], [-0.480, -1.877, -2.071], [0.732, -0.473, 4.428], [-0.727, 0.122, 4.492], [-0.164, -0.632, 4.746], [1.229, -2.469, 1.739], [-1.154, -2.911, 2.238], [-0.439, -3.277, 2.847], [2.010, 1.279, -3.358], [0.852, 1.146, -2.262], [1.080, 1.438, -3.149], [3.134, 1.125, -1.777], [3.507, 0.206, -2.883], [3.541, 1.170, -2.652], [-2.066, -0.714, 2.119], [-1.379, 0.501, 1.572], [-2.105, 0.426, 2.224], [-3.140, -2.172, 2.157], [-0.547, -2.689, 3.605], [-2.307, -1.928, 1.712], [2.910, -2.107, -2.441], [1.836, -1.146, -2.892], [2.742, -1.394, -3.109], [1.899, -1.146, 2.404], [0.301, -4.588, 0.793], [1.825, -1.710, 1.651], [2.372, -2.174, -0.117], [2.060, -3.411, -0.788], [2.745, -2.717, -0.836], [-2.477, 2.936, -1.239], [-1.231, 2.936, -2.219], [-2.038, 3.389, -1.999], [-0.234, -3.518, -0.206], [-1.957, -2.559, 0.276], [0.562, -4.044, 0.037], [-3.740, 2.578, 1.223], [-2.631, 1.583, 0.472], [-3.191, 2.358, 0.454], [-0.259, 0.691, -4.274], [-1.510, 1.552, -4.261], [-1.158, 0.750, -4.658]], "atomic_forces_ev_per_a": [[-0.6, 0.3, -0.6], [-0.2, 0.0, -0.2], [0.5, 0.0, 0.4], [0.4, 0.5, 0.1], [1.0, 0.4, 0.4], [-1.3, -0.2, -2.5], [1.6, -0.4, 1.8], [-0.4, -0.8, -0.4], [0.2, 0.1, -0.1], [-0.1, -0.1, 0.4], [0.3, -0.2, 0.2], [0.0, -0.4, -0.2], [0.1, 0.6, -0.5], [-0.4, -1.0, 0.0], [0.2, 0.3, 0.1], [-0.5, -0.3, 0.0], [0.4, 0.4, 0.8], [-0.1, 0.0, 0.0], [-0.5, 0.0, 0.1], [-0.5, 0.6, -0.1], [-0.4, 0.3, 0.0], [0.5, -0.4, -0.3], [-0.2, 0.0, 0.2], [-0.3, 0.2, 0.9], [0.2, 0.0, 0.6], [0.1, -0.1, -0.3], [0.2, 0.2, 0.6], [0.1, -0.2, 0.5], [-1.4, 0.2, -0.9], [0.2, 0.4, 0.1], [0.3, 0.3, 0.0], [0.6, -0.9, 0.2], [-1.1, 0.6, 0.0], [-0.3, 0.4, 0.5], [1.4, -0.8, -0.5], [0.6, 0.1, -0.4], [0.1, 0.0, 0.1], [-0.7, -0.7, 0.4], [0.0, 0.6, 0.0], [-0.1, 0.1, -0.2], [0.0, -0.4, 0.0], [-0.4, -0.1, 0.8], [0.1, 0.2, -0.1], [0.9, -0.3, -1.4], [0.8, 0.3, 0.1], [0.3, -0.4, -0.1], [-0.6, -0.3, 0.3], [0.4, 0.4, -0.6], [0.5, -0.5, 0.0], [-0.9, 0.1, 0.5], [-0.3, -0.2, -0.1], [-0.2, 1.1, -0.5], [0.0, -0.3, 0.3], [0.9, -1.1, -0.1], [-0.7, -0.5, 1.6], [-0.5, 1.5, -1.5], [-0.4, 0.3, -0.1], [0.0, 0.0, 0.0], [0.2, -0.2, 0.1]], "mulliken_charge": [-0.831, -0.514, -0.281, -0.431, 1.203, 0.989, -0.504, -0.784, 0.104, 0.478, 0.432, 0.238, 0.072, 0.290, 0.529, -0.675, -1.162, 0.206, 0.363, 0.248, 0.298, 0.322, -0.625, 0.399, 0.496, -0.759, 0.339, 0.227, -0.745, 0.355, 0.514, -0.835, 0.389, 0.269, -0.972, 0.117, 0.269, -0.804, 0.508, 0.246, -0.820, 0.174, 0.304, -0.665, 0.217, 0.444, -0.770, 0.359, 0.279, -0.684, 0.361, 0.557, -0.770, 0.308, 0.381, -0.674, 0.374, 0.305, -0.662], "charge": -1, "homo_energy_ev": -6.65, "molar_mass_g_mol": 368.42}

***

Number 1: energy -1644.32456 Ha. Number 2: energy -1719.63315 Ha. Number 3: energy -1719.66474 Ha.